Here is an isolated molecule of C2H2F3NO at a distorted geometry from the Open Molecules 2025 dataset. Energies are from ωB97M-V/def2-TZVPD.

The energy relative to the best compared isomer or geometry (same formula, charge and spin) is 3.854 eV. As for the charge: 0. As for the HOMO-LUMO gap: 0.45560 Eh. Its lowest unoccupied orbital energy is 0.0252 hartree.

Last columns: bonded neighbours and bond lengths (Å).
Geometry (Å):
1 O -0.01764 -0.16293 0.97729  C2 1.406, H8 0.964
2 C 0.55367 0.35000 -0.20064  O1 1.406, F3 1.397, C4 1.620, H9 1.070
3 F 0.26764 1.71497 -0.12767  C2 1.397
4 C 2.10038 -0.13131 -0.20378  C2 1.620, F5 1.323, N6 1.238
5 F 2.19202 -1.43820 -0.38574  C4 1.323
6 N 3.01386 0.62223 0.15582  C4 1.238, F7 1.309
7 F 4.24004 0.19699 0.32923  N6 1.309
8 H 0.61514 -0.14185 1.70448  O1 0.964
9 H 0.06194 0.03515 -1.09759  C2 1.070